# 1
39
Properties=species:S:1:pos:R:3:mulliken_charge:R:1 method="wB97M-V/def2-TZVPD" orbital_gap_ev=10.1 lumo_ev=-0.263 e_tot_ha=-993.61882 de_lowest_kj_mol=405.4
O -0.060 -3.123 3.191 -0.60
O -2.385 -3.977 0.284 -0.62
O -1.203 -1.687 -2.076 -0.56
O -0.794 3.832 3.229 -0.64
O 2.269 2.381 2.820 -0.65
O 2.397 1.034 0.128 -0.49
O 2.410 -1.780 -1.537 -0.56
O -3.830 -1.615 -2.342 -0.62
O -3.316 1.615 1.609 -0.61
O 0.048 0.273 -0.084 -0.53
O 4.235 1.247 -1.158 -0.57
O -0.578 -1.062 -4.463 -0.62
O 0.689 2.977 0.695 -0.57
H 3.219 -1.662 -1.026 0.26
H -2.528 -3.429 -0.496 0.33
H -0.682 0.391 0.533 0.20
H 1.646 2.867 0.729 0.39
H -0.733 3.029 2.698 0.29
H -3.303 -1.813 -3.124 0.31
H 1.927 3.282 2.840 0.30
H -4.559 -2.245 -2.385 0.29
H 3.069 2.445 2.287 0.32
H 2.044 0.686 0.955 0.26
H -2.410 1.362 1.820 0.30
H -1.500 -0.786 -1.903 0.32
H -0.547 -0.118 -4.652 0.32
H 0.482 3.471 1.497 0.28
H 1.978 -2.534 -1.120 0.30
H -1.603 -4.497 0.066 0.30
H 4.382 1.264 -2.111 0.29
H 0.254 -3.433 2.334 0.29
H 1.614 1.273 -0.380 0.28
H -0.288 -1.583 -2.359 0.22
H -3.609 0.940 0.986 0.32
H 4.207 0.308 -0.942 0.26
H -1.697 3.822 3.567 0.32
H -0.296 -0.345 -0.740 0.27
H 0.348 -1.326 -4.436 0.32
H -0.484 -2.280 2.995 0.31

# 2
39
Properties=species:S:1:pos:R:3:mulliken_charge:R:1 method="wB97M-V/def2-TZVPD" orbital_gap_ev=8.8 lumo_ev=-0.164 e_tot_ha=-993.49968 de_lowest_kj_mol=718.2
O 1.921 0.234 3.404 -0.59
O 1.000 2.692 -0.515 -0.59
O -0.201 2.002 2.908 -0.67
O -1.760 1.705 -3.632 -0.61
O 1.274 -1.389 -4.483 -0.61
O -1.925 -4.952 -1.064 -0.61
O -1.421 -2.332 -1.599 -0.57
O 0.006 4.119 0.357 -0.65
O 1.091 -2.444 -0.750 -0.55
O -4.103 -2.859 1.312 -0.63
O -0.069 -0.055 0.815 -0.56
O -0.030 1.097 4.584 -0.47
O 3.789 0.763 -0.513 -0.61
H -0.623 -0.242 0.050 0.22
H -4.028 -2.726 0.361 0.31
H 2.716 -0.005 2.913 0.28
H 1.336 -0.955 -3.625 0.29
H 1.868 -0.431 4.100 0.28
H 0.969 3.576 -0.897 0.32
H -0.017 1.443 5.483 0.22
H -3.767 -3.752 1.452 0.33
H -0.840 2.182 2.209 0.30
H -0.958 1.143 4.327 0.32
H -2.160 -1.749 -1.805 0.26
H -1.148 -4.768 -1.604 0.29
H 3.038 1.281 -0.825 0.31
H -0.795 -1.764 -1.137 0.30
H -0.845 4.431 0.029 0.28
H -2.298 -4.082 -0.885 0.33
H 1.407 -1.645 -1.188 0.28
H -0.891 2.014 -3.911 0.31
H -2.298 2.505 -3.611 0.30
H 0.146 1.130 2.688 0.33
H 2.191 -1.573 -4.719 0.32
H 4.489 0.962 -1.145 0.29
H 1.615 -3.150 -1.145 0.27
H 0.615 4.835 0.146 0.31
H 1.389 2.827 0.357 0.36
H -0.682 -0.070 1.558 0.31

# 3
39
Properties=species:S:1:pos:R:3:mulliken_charge:R:1 method="wB97M-V/def2-TZVPD" orbital_gap_ev=10.0 lumo_ev=-0.424 e_tot_ha=-993.72144 de_lowest_kj_mol=136.0
O 2.434 -1.601 -1.205 -0.83
O 0.038 -0.103 0.199 0.36
O 0.110 -2.269 1.640 -0.63
O -2.683 -1.289 0.492 -0.73
O -1.795 0.082 2.797 -0.69
O 2.427 -0.482 1.354 -0.76
O -0.792 2.615 0.083 -0.61
O -1.556 -0.369 -2.057 -0.51
O 1.171 -0.449 -3.367 -0.72
O 0.604 1.303 2.574 -0.67
O 2.195 2.522 0.628 -0.62
O 0.164 1.907 -2.472 -0.73
O -1.860 -3.222 -1.126 -0.64
H 2.549 2.050 -0.123 0.28
H -1.343 -0.839 -2.859 0.25
H 2.958 2.726 1.164 0.29
H -2.387 -3.017 -1.860 0.26
H -0.690 -2.753 1.804 0.40
H -2.232 0.900 3.092 0.30
H -2.612 -0.599 -0.164 0.30
H -2.127 -2.513 -0.505 0.44
H 1.503 -0.281 1.155 0.37
H -0.522 -0.255 -0.591 -0.04
H 1.250 0.773 2.998 0.33
H 2.301 -1.305 1.873 0.39
H -0.250 2.229 -1.694 0.33
H -1.651 2.474 0.402 0.23
H -0.368 3.246 0.651 0.27
H 1.100 1.869 -2.249 0.30
H -0.150 -1.544 1.093 0.19
H -0.942 0.403 2.450 0.48
H -2.361 -0.925 1.325 0.34
H 2.378 -1.377 -0.285 0.36
H 1.696 -2.277 -1.228 0.34
H 0.738 0.315 -3.009 0.42
H -0.086 0.865 0.167 -0.02
H -1.992 0.437 -2.371 0.24
H 1.129 1.638 1.860 0.25
H 1.656 -0.884 -2.634 0.48

# 4
39
Properties=species:S:1:pos:R:3:mulliken_charge:R:1 method="wB97M-V/def2-TZVPD" orbital_gap_ev=10.3 lumo_ev=0.145 e_tot_ha=-993.62426 de_lowest_kj_mol=391.1
O -2.584 -2.813 -0.631 -0.57
O -0.542 -0.847 -0.023 -0.60
O -3.980 -0.039 3.015 -0.61
O -5.586 1.519 0.159 -0.60
O -2.936 3.033 -1.420 -0.59
O 2.651 3.801 -1.184 -0.63
O 0.379 -4.867 1.102 -0.60
O 0.999 -2.294 -2.742 -0.58
O 2.198 1.772 -3.145 -0.68
O 1.709 1.868 3.459 -0.63
O 4.557 -0.069 0.306 -0.62
O 0.391 2.011 -1.515 -0.61
O 2.851 -2.612 2.939 -0.62
H 2.159 1.096 3.822 0.31
H 5.422 0.194 -0.027 0.31
H -3.518 2.265 -1.390 0.28
H -2.279 2.803 -2.087 0.31
H 4.165 -0.563 -0.423 0.31
H 2.503 4.408 -1.918 0.29
H 2.119 2.479 -3.796 0.31
H 0.855 -5.499 0.551 0.30
H 0.353 -2.588 -3.395 0.29
H 1.323 -3.112 -2.348 0.30
H 0.272 -0.354 0.129 0.29
H -1.231 -0.283 0.346 0.30
H -4.189 -0.913 3.362 0.31
H -0.545 -5.128 1.012 0.30
H -4.836 0.401 2.956 0.31
H 2.804 -3.047 3.798 0.31
H 0.499 1.177 -1.986 0.34
H -6.323 1.635 0.769 0.30
H -2.702 -3.533 -0.001 0.28
H 3.796 -2.520 2.774 0.31
H -3.364 -2.260 -0.504 0.28
H 2.419 2.500 3.302 0.31
H 2.477 2.931 -1.560 0.40
H 2.149 0.965 -3.669 0.30
H -5.607 0.581 -0.060 0.31
H 0.413 2.677 -2.211 0.27

# 5
44
Properties=species:S:1:pos:R:3:mulliken_charge:R:1 method="wB97M-V/def2-TZVPD" orbital_gap_ev=9.2 charge=-2 lumo_ev=5.083 e_tot_ha=-1692.85574 de_lowest_kj_mol=568.8
S -0.068 0.062 0.184 -0.12
O -0.822 0.714 3.806 -0.72
O 1.237 -2.382 2.450 -0.77
O 1.303 -3.288 -0.441 -0.57
O -1.543 0.897 -2.837 -0.78
O 1.030 0.319 -3.312 -0.72
O -2.949 2.101 -0.499 -0.60
O -3.688 -1.003 0.016 -0.83
O 2.363 1.484 2.644 -0.70
O 1.043 0.260 -0.720 -0.18
O 3.259 -0.936 -1.176 -0.69
O 0.069 -1.257 0.639 -0.13
O 0.046 1.008 1.284 -0.22
O -1.335 0.286 -0.493 -0.70
O 0.091 3.388 1.719 -0.73
O 1.933 2.588 -1.126 -0.70
O -1.943 -2.882 0.966 -0.80
O -1.373 -2.117 -2.751 -0.68
H -0.108 3.536 2.623 0.24
H 1.840 1.634 -0.914 0.37
H 1.158 -2.479 -0.099 0.24
H 2.521 -0.323 -1.131 0.49
H 0.960 -0.061 -2.285 0.47
H 1.534 1.114 2.485 0.32
H -1.170 -1.353 -2.363 0.38
H -1.340 0.765 -1.904 0.03
H 2.162 -3.356 -0.045 0.28
H 1.650 0.976 -3.584 0.24
H 2.218 -2.386 2.277 0.24
H -2.642 -2.267 0.702 0.48
H -2.350 1.575 -0.507 0.43
H 0.782 -1.744 1.714 0.45
H -0.724 -2.875 -2.587 0.33
H -0.730 0.632 -3.332 0.55
H 3.715 -1.095 -0.301 0.29
H -4.455 -0.401 0.044 0.28
H -0.165 0.073 3.963 0.31
H 1.253 3.010 -1.616 0.28
H -0.639 0.764 2.876 0.37
H -2.854 -0.407 -0.229 0.37
H -2.516 3.074 -0.614 0.34
H 2.504 2.290 2.200 0.31
H -0.103 2.402 1.493 0.30
H -1.155 -2.339 0.782 0.25

# 6
41
Properties=species:S:1:pos:R:3:mulliken_charge:R:1 method="wB97M-V/def2-TZVPD" orbital_gap_ev=8.8 charge=-1 lumo_ev=2.619 e_tot_ha=-1069.48813 de_lowest_kj_mol=522.3
O 0.688 1.056 3.566 -0.69
O -1.768 0.849 2.128 -0.66
O -2.998 -1.749 -3.128 -0.56
O -2.458 3.894 -1.338 -0.62
O 2.672 1.171 1.964 -0.78
O -0.166 -3.252 0.612 -0.79
O 1.630 -1.416 1.753 -0.72
O 0.846 -1.374 -0.627 -1.18
O -3.951 -3.015 -0.359 -0.60
O 3.728 2.641 -2.352 -0.63
O 1.110 3.065 -0.377 -0.59
O -1.441 -2.152 2.658 -0.64
O 2.386 0.119 -2.310 -0.67
O 0.004 0.467 -3.009 -0.75
H -3.137 3.213 -1.126 0.32
H 3.436 1.897 -1.768 0.37
H 1.575 1.273 4.186 0.30
H 1.362 -2.222 -0.905 0.26
H 1.268 2.158 -0.346 0.26
H 1.895 0.851 -2.722 0.40
H 2.493 0.668 1.237 0.27
H 1.993 3.479 -0.011 0.34
H -1.393 0.087 1.706 0.32
H -1.134 -1.647 3.310 0.28
H -0.290 -0.453 -2.637 0.34
H -0.636 -2.614 2.216 0.43
H -1.048 -3.451 0.696 0.24
H 2.744 0.434 2.653 0.36
H -3.665 -1.661 -2.572 0.25
H 0.007 1.101 -2.414 0.33
H 1.240 -1.196 0.711 0.49
H 0.068 -2.491 0.004 0.56
H -2.050 4.129 -0.561 0.30
H 0.878 -2.016 2.024 0.12
H -3.058 -0.936 -3.640 0.31
H 1.700 -0.368 -1.914 0.27
H -3.719 -3.442 0.436 0.28
H -3.859 -2.145 -0.096 0.31
H 3.117 2.490 -3.119 0.33
H -1.003 1.222 2.694 0.39
H 0.936 1.336 2.774 0.45

What did the first record say?
39
Properties=species:S:1:pos:R:3:mulliken_charge:R:1 method="wB97M-V/def2-TZVPD" orbital_gap_ev=10.1 lumo_ev=-0.263 e_tot_ha=-993.61882 de_lowest_kj_mol=405.4
O -0.060 -3.123 3.191 -0.60
O -2.385 -3.977 0.284 -0.62
O -1.203 -1.687 -2.076 -0.56
O -0.794 3.832 3.229 -0.64
O 2.269 2.381 2.820 -0.65
O 2.397 1.034 0.128 -0.49
O 2.410 -1.780 -1.537 -0.56
O -3.830 -1.615 -2.342 -0.62
O -3.316 1.615 1.609 -0.61
O 0.048 0.273 -0.084 -0.53
O 4.235 1.247 -1.158 -0.57
O -0.578 -1.062 -4.463 -0.62
O 0.689 2.977 0.695 -0.57
H 3.219 -1.662 -1.026 0.26
H -2.528 -3.429 -0.496 0.33
H -0.682 0.391 0.533 0.20
H 1.646 2.867 0.729 0.39
H -0.733 3.029 2.698 0.29
H -3.303 -1.813 -3.124 0.31
H 1.927 3.282 2.840 0.30
H -4.559 -2.245 -2.385 0.29
H 3.069 2.445 2.287 0.32
H 2.044 0.686 0.955 0.26
H -2.410 1.362 1.820 0.30
H -1.500 -0.786 -1.903 0.32
H -0.547 -0.118 -4.652 0.32
H 0.482 3.471 1.497 0.28
H 1.978 -2.534 -1.120 0.30
H -1.603 -4.497 0.066 0.30
H 4.382 1.264 -2.111 0.29
H 0.254 -3.433 2.334 0.29
H 1.614 1.273 -0.380 0.28
H -0.288 -1.583 -2.359 0.22
H -3.609 0.940 0.986 0.32
H 4.207 0.308 -0.942 0.26
H -1.697 3.822 3.567 0.32
H -0.296 -0.345 -0.740 0.27
H 0.348 -1.326 -4.436 0.32
H -0.484 -2.280 2.995 0.31